(1)
One molecule with the formula C6H6O2 at a distorted geometry. Source: OMol25; level of theory: ωB97M-V with the def2-TZVPD basis set.

Positions of all 14 atoms, in Å:
1 O -1.41360 0.03703 1.34688
2 O -0.20630 2.33889 -1.10988
3 C -0.03153 -1.43258 0.15773
4 C -0.42324 0.74873 0.72048
5 C 0.51728 -0.18942 -0.00655
6 C -1.10032 -1.25060 0.79366
7 C -0.77147 1.38473 -0.76285
8 C 1.67867 0.21832 -0.49532
9 H -1.40059 0.87996 -1.61017
10 H 0.12057 1.64499 1.37014
11 H -1.59465 -2.08942 1.38580
12 H 2.38854 1.15414 -0.39179
13 H 0.07027 -2.60485 -0.28671
14 H 2.16638 -0.83992 -1.11141

Lowest unoccupied orbital energy: 0.475 eV
SMILES string: C=C1C=CO[C@@H]1C=O
DFT total energy: -10408.5350 eV
E_HOMO: -8.44 eV
Net charge: 0
Energy relative to the best compared isomer or geometry (same formula, charge and spin): 4.874 eV
Max |F|: 9.42 eV/A
Spin multiplicity: 1



(2)
A 2-piece molecular cluster, C4H14NOS overall at a distorted geometry. Source: OMol25; level of theory: ωB97M-V with the def2-TZVPD basis set.

Positions of all 21 atoms, in Å:
1 S -0.51193 1.57124 -1.31083
2 O 0.28705 -4.06037 -0.25157
3 N -1.05355 -1.28360 0.69952
4 C -0.04928 3.36252 -1.41927
5 C 0.84613 0.30800 0.82547
6 C 0.41448 -1.11366 0.39756
7 C -0.16054 1.37333 0.49250
8 H -1.17787 1.26797 0.91701
9 H -1.25078 -0.73617 1.54828
10 H 0.80914 3.53189 -0.79444
11 H -1.39174 -2.31518 0.64877
12 H 0.42765 -1.08645 -0.70591
13 H 1.07461 0.28776 1.99022
14 H -1.36455 -0.78707 -0.15445
15 H 0.06874 3.42960 -2.53840
16 H 1.10662 -4.67377 -0.13081
17 H 0.18700 2.33834 0.97543
18 H -0.98853 3.87219 -1.10924
19 H 1.15717 -1.79685 0.84759
20 H 1.75748 0.64161 0.28256
21 H -0.18729 -4.13133 -1.20999

Lowest unoccupied orbital energy (alpha / beta): -7.778 / -12.133 eV
DFT total energy: -18727.9096 eV
E_HOMO (alpha / beta): -17.85 / -17.85 eV
Net charge: +2
Energy relative to the best compared isomer or geometry (same formula, charge and spin): 1.280 eV
Max |F|: 4.22 eV/A
Spin multiplicity: 2
Expectation value of S²: 0.753



(3)
One molecule with the formula C4H9N at a distorted geometry. Source: OMol25; level of theory: ωB97M-V with the def2-TZVPD basis set.

Positions of all 14 atoms, in Å:
1 N -0.86928 -1.05802 0.92327
2 C 0.91487 -0.08598 -0.55489
3 C -0.39753 0.08660 0.10957
4 C -0.51062 1.23393 1.11499
5 C 1.02581 -0.25360 -1.91607
6 H -1.42408 1.14263 1.64607
7 H -1.24226 0.26407 -0.55553
8 H -0.79949 2.29529 0.60310
9 H -0.46329 -1.97732 0.41564
10 H 0.15887 -0.03513 -2.55324
11 H 0.38765 1.37440 1.83569
12 H 1.92618 -0.49337 -2.37024
13 H -0.43082 -0.86069 1.92039
14 H 1.77699 -0.18942 0.07361

Lowest unoccupied orbital energy: 1.168 eV
SMILES string: C=C[C@H](C)N
DFT total energy: -5782.1762 eV
E_HOMO: -9.23 eV
Net charge: 0
Energy relative to the best compared isomer or geometry (same formula, charge and spin): 1.636 eV
Max |F|: 3.98 eV/A
Spin multiplicity: 1



(4)
A 2-piece molecular cluster, C7H11N3O4 overall at a distorted geometry. Source: OMol25; level of theory: ωB97M-V with the def2-TZVPD basis set.

Positions of all 25 atoms, in Å:
1 O -0.22723 -1.24610 -1.11565
2 O 0.27209 -0.61965 1.67534
3 O -0.46280 3.93287 0.45978
4 O -1.19289 -4.82020 -0.75650
5 N -1.24069 1.05105 2.20070
6 N 1.85478 0.84738 -1.21204
7 N -2.30361 -4.88254 -0.25497
8 C 2.01901 -0.57713 -0.98120
9 C -0.21754 0.52600 1.50553
10 C 0.98826 -1.33949 -1.74269
11 C 1.09211 1.70158 -0.54886
12 C -1.60946 2.39012 1.96719
13 C 0.26776 1.61798 0.59703
14 C -0.57043 2.81504 0.95897
15 H 0.90038 -1.00301 -2.71480
16 H -3.04675 -4.23093 -0.72181
17 H 1.37561 -2.40465 -1.83878
18 H -2.63664 2.50636 1.63031
19 H -1.34165 2.93340 2.87761
20 H 2.40346 1.14807 -2.02468
21 H -0.30873 -1.82775 -0.31250
22 H 1.03029 2.72824 -0.98019
23 H 3.05381 -0.82125 -1.34904
24 H 1.70008 -0.79394 0.01968
25 H -1.79922 0.36857 2.66157

Lowest unoccupied orbital energy: -0.566 eV
SMILES string: O=C1CNC(=O)/C1=C\NCCO.N=O
DFT total energy: -20094.0123 eV
E_HOMO: -8.40 eV
Net charge: 0
Energy relative to the best compared isomer or geometry (same formula, charge and spin): 4.081 eV
Max |F|: 3.33 eV/A
Spin multiplicity: 1



(5)
A 2-piece molecular cluster, C7H13NO overall at a distorted geometry. Source: OMol25; level of theory: ωB97M-V with the def2-TZVPD basis set.

Positions of all 22 atoms, in Å:
1 O -0.67774 -2.09227 -2.54983
2 N 0.36913 -1.14275 2.13706
3 C 1.23563 -0.18305 1.21153
4 C -0.25979 -1.08234 -1.56480
5 C -1.32801 -0.36676 -0.81474
6 C -0.25426 -0.00226 1.50101
7 C 0.32287 1.59594 0.00086
8 C 1.65882 1.25877 1.01077
9 C -0.91570 0.57618 0.35408
10 H -1.79620 0.31645 -1.50006
11 H 0.78301 1.22555 -0.89100
12 H -0.31441 0.56042 2.40088
13 H 0.41477 -1.77970 -0.81720
14 H -1.84587 1.33976 0.50337
15 H -1.77435 -1.46292 -3.08131
16 H 1.56095 1.69600 2.07599
17 H 0.54897 -0.59164 -2.04467
18 H -2.00335 -1.24353 -0.36655
19 H 0.42751 -2.10284 1.58417
20 H 1.23694 -0.52802 0.16757
21 H 2.61073 1.30371 0.56412
22 H 0.00035 2.70530 0.11876

Lowest unoccupied orbital energy: 0.242 eV
DFT total energy: -10999.0024 eV
E_HOMO: -8.45 eV
Net charge: 0
Energy relative to the best compared isomer or geometry (same formula, charge and spin): 8.750 eV
Max |F|: 6.88 eV/A
Spin multiplicity: 1



(6)
C14H15N3O2RhS as an isolated structure at a distorted geometry. Source: OMol25; level of theory: ωB97M-V with the def2-TZVPD basis set.

Positions of all 36 atoms, in Å:
1 Rh 0.76864 -0.64259 -1.24136
2 S 1.99145 1.10782 -1.76210
3 O -1.54841 1.54853 -1.25769
4 O -0.67098 -3.72937 -1.83327
5 N -0.63563 -2.30555 -1.70578
6 N -1.23049 0.35721 -1.43635
7 N 1.29909 -0.06869 0.84551
8 C -3.41357 0.21207 -2.53282
9 C -1.85451 -1.88269 -1.97044
10 C 2.00970 1.95093 2.18732
11 C 2.16134 1.95511 -0.20796
12 C 2.42180 3.28825 2.17378
13 C 0.57743 -2.10256 1.98773
14 C -2.97446 -2.77840 -2.29090
15 C 1.10417 -0.63434 2.05248
16 C 1.78497 1.28346 0.94704
17 C -2.10956 -0.39323 -2.05756
18 C 2.62745 3.92018 1.01185
19 C 1.79899 1.22603 3.40130
20 C 2.50097 3.25018 -0.21195
21 C 1.38128 -0.04138 3.30050
22 H 0.11513 -2.47469 2.90448
23 H 1.25707 -0.61201 4.16815
24 H 2.63557 3.79262 -1.15220
25 H 1.98410 1.68724 4.33575
26 H -3.28572 1.17361 -2.98559
27 H 2.74911 3.79771 3.06052
28 H 0.22020 -3.99684 -1.71033
29 H 1.47205 -2.77724 1.92618
30 H -4.10252 0.46584 -1.75463
31 H -3.36733 -2.54453 -3.29778
32 H -0.05314 -2.19582 1.13293
33 H -3.96266 -0.46282 -3.18678
34 H 2.87119 4.92322 0.85293
35 H -2.80841 -3.78958 -2.19879
36 H -3.71430 -2.50767 -1.49417

Lowest unoccupied orbital energy (alpha / beta): -3.670 / -5.950 eV
DFT total energy: -37158.5398 eV
E_HOMO (alpha / beta): -10.93 / -11.85 eV
Net charge: +1
Energy relative to the best compared isomer or geometry (same formula, charge and spin): 0.831 eV
Max |F|: 3.58 eV/A
Spin multiplicity: 5
Expectation value of S²: 6.057



Q: Look up the energy relative to the best compared isomer or geometry (same formula, charge and spin) of the first one.
A: 4.874 eV



Q: Number 2 is which compound?
A: C4H14NOS



What did the sixth record say?
C14H15N3O2RhS as an isolated structure at a distorted geometry. Source: OMol25; level of theory: ωB97M-V with the def2-TZVPD basis set.

Positions of all 36 atoms, in Å:
1 Rh 0.76864 -0.64259 -1.24136
2 S 1.99145 1.10782 -1.76210
3 O -1.54841 1.54853 -1.25769
4 O -0.67098 -3.72937 -1.83327
5 N -0.63563 -2.30555 -1.70578
6 N -1.23049 0.35721 -1.43635
7 N 1.29909 -0.06869 0.84551
8 C -3.41357 0.21207 -2.53282
9 C -1.85451 -1.88269 -1.97044
10 C 2.00970 1.95093 2.18732
11 C 2.16134 1.95511 -0.20796
12 C 2.42180 3.28825 2.17378
13 C 0.57743 -2.10256 1.98773
14 C -2.97446 -2.77840 -2.29090
15 C 1.10417 -0.63434 2.05248
16 C 1.78497 1.28346 0.94704
17 C -2.10956 -0.39323 -2.05756
18 C 2.62745 3.92018 1.01185
19 C 1.79899 1.22603 3.40130
20 C 2.50097 3.25018 -0.21195
21 C 1.38128 -0.04138 3.30050
22 H 0.11513 -2.47469 2.90448
23 H 1.25707 -0.61201 4.16815
24 H 2.63557 3.79262 -1.15220
25 H 1.98410 1.68724 4.33575
26 H -3.28572 1.17361 -2.98559
27 H 2.74911 3.79771 3.06052
28 H 0.22020 -3.99684 -1.71033
29 H 1.47205 -2.77724 1.92618
30 H -4.10252 0.46584 -1.75463
31 H -3.36733 -2.54453 -3.29778
32 H -0.05314 -2.19582 1.13293
33 H -3.96266 -0.46282 -3.18678
34 H 2.87119 4.92322 0.85293
35 H -2.80841 -3.78958 -2.19879
36 H -3.71430 -2.50767 -1.49417

Lowest unoccupied orbital energy (alpha / beta): -3.670 / -5.950 eV
DFT total energy: -37158.5398 eV
E_HOMO (alpha / beta): -10.93 / -11.85 eV
Net charge: +1
Energy relative to the best compared isomer or geometry (same formula, charge and spin): 0.831 eV
Max |F|: 3.58 eV/A
Spin multiplicity: 5
Expectation value of S²: 6.057